No. 1
Computed, not measured: a 10-piece molecular cluster, C26H74FN4O10 overall, with ωB97M-V/def2-TZVPD.

Bonds (Å) are listed after each position.
Cartesian coordinates (Å):
1 H 5.0040 2.6997 0.1817  O32 0.964
2 H 1.6986 -2.6941 3.6039  N37 1.015
3 C 4.4165 2.3479 2.8246  N7 1.508, C40 1.515, H61 1.086, H64 1.086
4 H -4.5981 -6.8590 -2.2569  C58 1.091
5 H -4.6269 -0.9568 -2.6835  C81 1.095
6 H -6.1282 -1.8994 -2.7187  C81 1.089
7 N 2.9567 2.2391 2.4637  C3 1.508, H24 1.026, C90 1.524, H91 1.018
8 O 0.3905 0.5670 -0.6925  H47 0.967, C78 1.445
9 H -2.2067 -3.0673 2.9746  O43 0.964
10 H 3.5224 -0.8557 1.4006  C50 1.093
11 C 8.8344 4.5151 -3.4826  H17 1.092, C54 1.515, H88 1.091, H113 1.090
12 H 5.7814 4.6496 -0.7881  C29 1.091
13 H 4.0947 4.9691 -1.2266  C29 1.089
14 H 0.1893 2.5218 4.7645  O36 0.962
15 C -2.2991 -2.2658 -0.1731  H27 1.091, C66 1.516, H96 1.093, H106 1.091
16 H 0.3327 3.1080 -2.9312  C112 1.089
17 H 9.6017 3.7461 -3.3672  C11 1.092
18 H 1.5297 1.1390 1.4586  C90 1.085
19 C 5.0065 3.3532 -2.3223  C29 1.513, H85 1.091, H98 1.090, H107 1.092
20 C -9.3683 -2.4124 -5.9124  H23 1.095, O87 1.428, H105 1.089, C111 1.517
21 H -0.8885 0.0508 2.3691  N83 1.009
22 H -0.6407 2.9669 -1.4627  C112 1.092
23 H -10.2514 -2.9135 -6.3213  C20 1.095
24 H 2.7845 2.9016 1.6998  N7 1.026
25 H -6.2918 -1.5533 -5.1789  C82 1.089
26 H -10.3946 -0.5968 -5.3541  C111 1.093
27 H -2.8208 -3.0860 0.3223  C15 1.091
28 F 6.9612 2.2047 3.3757  C110 1.398
29 C 4.8351 4.1857 -1.0700  H12 1.091, H13 1.089, C19 1.513, O32 1.440
30 H 2.8198 -0.4613 3.7002  C97 1.092
31 H -1.4954 -3.4851 -1.7519  C66 1.095
32 O 4.3501 3.3910 0.0279  H1 0.964, C29 1.440
33 O -4.6460 -0.3903 -5.3563  C82 1.427, H109 0.963
34 H -2.1663 -4.2771 4.9768  C65 1.095
35 H 0.8062 -0.7133 0.8675  N94 1.020
36 O -0.7588 2.3741 4.6894  H14 0.962, C75 1.436
37 N 0.9914 -2.0343 3.9107  H2 1.015, C63 1.447, H93 1.017
38 H -2.4614 3.0845 5.5013  C75 1.088
39 H -0.4165 0.7051 -2.5964  C78 1.091
40 C 5.1322 1.0821 2.3984  C3 1.515, O45 1.419, H86 1.097, C110 1.527
41 C -3.8162 -4.9681 3.7697  H51 1.091, C65 1.515, H76 1.090, H115 1.093
42 H -1.1013 3.0504 6.6238  C75 1.093
43 O -1.7576 -3.9208 2.9714  H9 0.964, C65 1.427
44 H -9.6918 -0.5525 -6.9748  C111 1.091
45 O 4.6909 0.8077 1.0784  C40 1.419, C50 1.414
46 C 7.4251 0.0101 2.5734  H69 1.091, H80 1.090, H102 1.087, C110 1.507
47 H -0.4828 0.7555 -0.3225  O8 0.967
48 H -9.8857 -2.6261 -4.0496  O87 0.963
49 H -7.2715 -4.4583 -1.9450  O84 0.963
50 C 3.4199 0.1873 1.0887  H10 1.093, O45 1.414, H89 1.087, C90 1.546
51 H -4.2286 -5.6143 4.5454  C41 1.091
52 H -5.8557 -5.6245 -0.4852  C53 1.096
53 C -5.5160 -5.1034 -1.3870  H52 1.096, C58 1.517, H74 1.091, O84 1.423
54 C 8.6650 5.3036 -2.1997  C11 1.515, H57 1.094, O62 1.429, H108 1.090
55 H -4.9658 -5.5689 -3.4166  C58 1.090
56 H -0.0139 4.9277 5.3531  C68 1.094
57 H 9.5963 5.8130 -1.9364  C54 1.094
58 C -5.3209 -6.0871 -2.5253  H4 1.091, C53 1.517, H55 1.090, H100 1.092
59 H 1.3434 0.8600 -2.4680  C78 1.090
60 H 1.1251 3.0367 -1.3452  C112 1.094
61 H 4.5488 2.5935 3.8740  C3 1.086
62 O 8.2316 4.4857 -1.1104  C54 1.429, H101 0.963
63 C 0.8109 -0.9660 2.9519  N37 1.447, N83 1.448, N94 1.468, C97 1.585
64 H 4.8072 3.1757 2.2398  C3 1.086
65 C -2.3364 -4.7309 3.9943  H34 1.095, C41 1.515, O43 1.427, H71 1.089
66 C -2.0776 -2.5645 -1.6425  C15 1.516, H31 1.095, H70 1.089, O104 1.433
67 H -1.3960 4.9642 4.2473  C68 1.090
68 C -1.0861 4.7292 5.2659  H56 1.094, H67 1.090, C75 1.514, H99 1.090
69 H 6.9469 -0.8017 2.0225  C46 1.091
70 H -3.0226 -2.7012 -2.1669  C66 1.089
71 H -1.7883 -5.6719 3.9641  C65 1.089
72 H -6.1455 -0.1668 -3.1121  C81 1.091
73 H 6.9053 1.7491 1.4151  C110 1.095
74 H -4.5729 -4.6092 -1.1492  C53 1.091
75 C -1.3963 3.2854 5.5981  O36 1.436, H38 1.088, H42 1.093, C68 1.514
76 H -3.9829 -5.4378 2.7999  C41 1.090
77 H -0.5827 -1.3500 -1.8146  O104 0.964
78 C 0.3940 1.1470 -2.0158  O8 1.445, H39 1.091, H59 1.090, C112 1.514
79 H -4.7842 -2.3667 -4.7541  C82 1.096
80 H 7.4381 -0.2524 3.6312  C46 1.090
81 C -5.5791 -1.0947 -3.2063  H5 1.095, H6 1.089, H72 1.091, C82 1.514
82 C -5.3402 -1.4266 -4.6640  H25 1.089, O33 1.427, H79 1.096, C81 1.514
83 N -0.4913 -0.3803 3.1901  H21 1.009, C63 1.448, H92 1.012
84 O -6.4225 -4.0604 -1.7242  H49 0.963, C53 1.423
85 H 4.0608 2.8913 -2.6112  C19 1.091
86 H 4.8812 0.2320 3.0449  C40 1.097
87 O -9.1269 -2.8804 -4.5846  C20 1.428, H48 0.963
88 H 7.9010 4.0217 -3.7561  C11 1.091
89 H 3.0505 0.2119 0.0666  C50 1.087
90 C 2.4129 0.8815 2.0346  N7 1.524, H18 1.085, C50 1.546, C97 1.522
91 H 2.3908 2.5519 3.2499  N7 1.018
92 H -0.5647 0.2330 3.9920  N83 1.012
93 H 0.1136 -2.5448 3.9613  N37 1.017
94 N 0.7645 -1.4534 1.5679  H35 1.020, C63 1.468, H95 1.011
95 H 1.4688 -2.1529 1.3770  N94 1.011
96 H -2.8921 -1.3545 -0.0575  C15 1.093
97 C 1.9794 0.0649 3.2432  H30 1.092, C63 1.585, C90 1.522, H103 1.095
98 H 5.3580 3.9699 -3.1496  C19 1.090
99 H -1.6032 5.4022 5.9495  C68 1.090
100 H -6.2630 -6.5792 -2.7766  C58 1.092
101 H 8.9022 3.8102 -0.9649  O62 0.963
102 H 8.4463 0.1073 2.2135  C46 1.087
103 H 1.5949 0.7516 4.0040  C97 1.095
104 O -1.4017 -1.4885 -2.3042  C66 1.433, H77 0.964
105 H -8.5042 -2.7201 -6.5000  C20 1.089
106 H -1.3431 -2.1259 0.3346  C15 1.091
107 H 5.7397 2.5595 -2.1607  C19 1.092
108 H 7.8937 6.0651 -2.3138  C54 1.090
109 H -3.7948 -0.2721 -4.9226  O33 0.963
110 C 6.6459 1.2844 2.3718  F28 1.398, C40 1.527, C46 1.507, H73 1.095
111 C -9.5357 -0.9058 -5.9549  C20 1.517, H26 1.093, H44 1.091, H114 1.091
112 C 0.2909 2.6559 -1.9410  H16 1.089, H22 1.092, H60 1.094, C78 1.514
113 H 9.1355 5.1682 -4.3020  C11 1.090
114 H -8.6501 -0.4172 -5.5466  C111 1.091
115 H -4.3674 -4.0250 3.7883  C41 1.093

Values from the calculation:
- Spin multiplicity: 1
- E_tot: -57307.4013 eV
- Net charge: +1
- Strongest force on any atom: 0.5 eV/A


No. 2
Computed, not measured: a 9-piece molecular cluster, C26H74N4O9 overall at a distorted geometry, with ωB97M-V/def2-TZVPD.

Bonds (Å) are listed after each position.
Cartesian coordinates (Å):
1 H 3.6183 -3.1815 3.0308  C13 1.090
2 H 5.1037 -5.1347 -0.7284  C94 1.090
3 C 0.8005 2.1396 -5.6478  C51 1.519, N74 1.501, C95 1.541, H105 1.090
4 C 5.6978 1.4612 -0.0625  H11 1.090, O29 1.472, C47 1.537, H98 1.090
5 H -3.0158 -2.3842 -5.4796  C22 1.090
6 H 4.8744 -2.7820 -1.5054  C102 1.090
7 H 1.3078 4.1271 -5.6139  N74 1.010
8 C -4.3012 5.2712 2.6718  C17 1.544, N34 1.455, C90 1.568, H109 1.090
9 H -2.8947 -5.0614 1.7298  C38 1.090
10 C 4.6805 0.7299 2.2243  H14 1.090, H30 1.090, C47 1.528, H80 1.090
11 H 5.5176 1.9475 -1.0212  C4 1.090
12 O -2.0014 -0.9486 -6.2538  C22 1.396, H31 0.960
13 C 3.2310 -2.5199 2.2560  H1 1.090, H23 1.090, H56 1.090, C64 1.521
14 H 5.1095 -0.2671 2.1239  C10 1.090
15 O 3.1404 -5.2694 -0.7574  H88 0.960, C94 1.411
16 H 0.2330 1.7943 3.2704  C100 1.090
17 C -2.8131 4.9829 2.3794  C8 1.544, O26 1.451, H44 1.090, H96 1.090
18 H 2.4408 0.8233 -5.6325  C95 1.090
19 H 8.1685 2.6205 -0.8621  C41 1.090
20 H -1.5942 -0.2011 0.1760  C92 1.090
21 H 2.0260 -4.2180 1.6883  C64 1.090
22 C -1.9616 -2.2353 -5.7136  H5 1.090, O12 1.396, C43 1.555, H78 1.090
23 H 3.1561 -1.4953 2.6204  C13 1.090
24 O 0.9061 -2.5936 2.4810  H62 0.960, C64 1.426
25 H -4.0554 -1.6218 2.7474  C60 1.090
26 O -2.7478 4.2138 1.1512  C17 1.451, C63 1.436
27 C -0.0899 -0.8053 -1.0802  H28 1.090, H39 1.090, H65 1.090, C92 1.490
28 H -0.2925 0.1882 -1.4801  C27 1.090
29 O 6.6088 2.3129 0.7193  C4 1.472, C41 1.433
30 H 3.8346 0.6140 2.9019  C10 1.090
31 H -2.5090 -1.0214 -7.0654  O12 0.960
32 H -6.5293 -4.4476 0.3400  C73 1.090
33 O -0.8567 2.6668 -3.9436  C51 1.413, C52 1.411
34 N -4.3894 5.9894 3.9339  C8 1.455, H57 1.010, H108 1.010
35 H -6.6038 -4.2634 2.0502  C73 1.090
36 H 2.2525 2.9204 4.0786  C69 1.090
37 H 1.7697 1.7884 5.4157  C69 1.090
38 C -3.8637 -4.6098 1.5172  H9 1.090, C61 1.540, O67 1.378, H86 1.090
39 H -0.3448 -1.5803 -1.8030  C27 1.090
40 H 0.4178 1.2083 -3.6906  C51 1.090
41 C 7.9322 2.3711 0.1723  H19 1.090, O29 1.433, H46 1.090, H112 1.090
42 H 3.8738 -3.9525 -2.4080  C102 1.090
43 C -1.0500 -2.2841 -4.4552  C22 1.555, H53 1.090, H76 1.090, H83 1.090
44 H -2.2693 4.4595 3.1658  C17 1.090
45 H -4.7410 5.5144 0.5959  C90 1.090
46 H 8.3230 3.2719 0.6457  C41 1.090
47 C 4.4534 1.2968 0.8240  C4 1.537, C10 1.528, N85 1.457, H99 1.090
48 H -4.4714 -6.9869 3.0612  N107 1.010
49 H -7.1253 -5.7716 1.3262  C73 1.090
50 H 2.4456 3.8784 5.8684  O101 0.960
51 C -0.1114 1.6284 -4.5459  C3 1.519, O33 1.413, H40 1.090, H97 1.090
52 C -2.0164 2.3468 -3.2065  O33 1.411, H82 1.090, H84 1.090, H106 1.090
53 H -0.1157 -2.4249 -4.9988  C43 1.090
54 H -3.6285 2.5114 2.1263  C63 1.090
55 H -0.6148 2.0534 4.9043  C100 1.090
56 H 3.9828 -2.4895 1.4673  C13 1.090
57 H -4.3698 5.3485 4.7143  N34 1.010
58 H -5.0088 -5.4762 3.4682  N107 1.010
59 H 1.4990 3.3124 -4.2849  N74 1.010
60 C -3.4830 -2.4204 2.2755  H25 1.090, O67 1.363, H81 1.090, H111 1.090
61 C -4.9729 -5.6782 1.4856  C38 1.540, C73 1.571, H77 1.090, N107 1.428
62 H 0.9745 -2.8820 3.3941  O24 0.960
63 C -3.2229 2.8593 1.1763  O26 1.436, H54 1.090, H79 1.090, H103 1.090
64 C 1.9603 -3.1300 1.6852  C13 1.521, H21 1.090, O24 1.426, H70 1.090
65 H 0.9614 -1.0092 -0.8769  C27 1.090
66 H -0.9761 -1.8407 0.6744  C92 1.090
67 O -4.1787 -3.5876 2.3858  C38 1.378, C60 1.363
68 H 2.2488 1.4696 -7.2415  C95 1.090
69 C 1.5028 2.6668 4.8281  H36 1.090, H37 1.090, C100 1.587, O101 1.372
70 H 1.6423 -2.8723 0.6750  C64 1.090
71 H 1.2306 0.2169 -6.7777  C95 1.090
72 O 0.1094 -0.2516 1.1645  C92 1.374, H110 0.960
73 C -6.3682 -4.9893 1.2721  H32 1.090, H35 1.090, H49 1.090, C61 1.571
74 N 1.7146 3.2688 -5.2707  C3 1.501, H7 1.010, H59 1.010
75 H 2.5981 0.3127 0.9429  N85 1.010
76 H -1.0998 -1.3690 -3.8653  C43 1.090
77 H -4.8032 -6.4041 0.6904  C61 1.090
78 H -1.5608 -2.8925 -6.4853  C22 1.090
79 H -4.0507 2.7703 0.4728  C63 1.090
80 H 5.3941 1.3510 2.7657  C10 1.090
81 H -3.3076 -2.1063 1.2466  C60 1.090
82 H -2.7804 1.8790 -3.8274  C52 1.090
83 H -1.1411 -3.2218 -3.9071  C43 1.090
84 H -2.4731 3.3058 -2.9617  C52 1.090
85 N 3.3608 0.4857 0.3039  C47 1.457, H75 1.010, H113 1.010
86 H -3.6608 -4.1865 0.5335  C38 1.090
87 H 3.1751 -2.6883 -1.2732  C102 1.090
88 H 3.1980 -5.5753 -1.6656  O15 0.960
89 H -5.9958 6.2654 1.5367  C90 1.090
90 C -4.9187 6.1037 1.4956  C8 1.568, H45 1.090, H89 1.090, H104 1.090
91 H -0.3113 3.3728 3.8192  C100 1.090
92 C -0.7312 -0.8611 0.2639  H20 1.090, C27 1.490, H66 1.090, O72 1.374
93 H 4.3992 -4.2473 0.5510  C94 1.090
94 C 4.2726 -4.4644 -0.5096  H2 1.090, O15 1.411, H93 1.090, C102 1.467
95 C 1.6952 1.1156 -6.3719  C3 1.541, H18 1.090, H68 1.090, H71 1.090
96 H -2.2380 5.8912 2.1996  C17 1.090
97 H -0.7801 0.8083 -4.8073  C51 1.090
98 H 6.1122 0.4961 -0.3542  C4 1.090
99 H 4.1666 2.3274 1.0332  C47 1.090
100 C 0.0883 2.4156 4.1543  H16 1.090, H55 1.090, C69 1.587, H91 1.090
101 O 1.5215 3.6250 5.8102  H50 0.960, C69 1.372
102 C 3.9765 -3.3992 -1.4745  H6 1.090, H42 1.090, H87 1.090, C94 1.467
103 H -2.3326 2.3265 0.8424  C63 1.090
104 H -4.6200 7.1518 1.4792  C90 1.090
105 H 0.2109 2.6245 -6.4258  C3 1.090
106 H -1.8534 1.8464 -2.2519  C52 1.090
107 N -5.0846 -6.2285 2.7986  H48 1.010, H58 1.010, C61 1.428
108 H -5.2945 6.4364 3.9008  N34 1.010
109 H -4.9360 4.3936 2.7938  C8 1.090
110 H 0.5248 -0.9752 1.6394  O72 0.960
111 H -2.4823 -2.5931 2.6715  C60 1.090
112 H 8.4852 1.4544 0.3771  C41 1.090
113 H 3.1159 0.8682 -0.5983  N85 1.010

Values from the calculation:
- ΔE to the lowest compared entry with this formula, charge and spin: 253.3 kJ/mol
- ⟨S²⟩: 0.75
- Spin multiplicity: 2
- E_tot: -52541.6184 eV
- Net charge: -1
- Strongest force on any atom: 3.3 eV/A